DFT (ωB97M-V with the def2-TZVPD basis set) results for C28H35CoN7OSe5 as an isolated structure.

Each line ends with the Mulliken charge.
Positions of all 77 atoms, in Å:
Co: -0.972 -1.731 -0.962  -0.757
Se: -0.347 -1.807 -5.509  -0.260
Se: -2.367 -2.668 -5.350  0.013
Se: -2.358 -4.208 -3.500  -0.150
Se: -0.486 -3.641 -2.344  -0.291
C: 6.057 -1.646 -0.086  -2.206
C: 5.027 -0.939 0.794  1.936
C: 5.117 -1.519 2.212  -1.572
C: 5.351 0.561 0.830  -1.549
C: 3.609 -1.117 0.264  0.373
C: 3.318 -1.741 -0.941  -0.794
C: 2.001 -1.873 -1.348  -0.448
N: 0.976 -1.418 -0.633  0.467
C: 1.236 -0.772 0.518  -0.182
C: 2.527 -0.617 0.986  -0.441
C: 0.043 -0.215 1.195  0.231
C: 0.085 0.454 2.410  -0.578
C: -1.080 0.966 2.964  0.358
C: -2.251 0.798 2.226  -0.728
C: -2.222 0.114 1.030  -0.852
N: -1.098 -0.398 0.528  0.410
C: -1.119 1.662 4.318  2.055
C: -1.695 3.075 4.145  -1.611
C: 0.267 1.774 4.951  -2.122
C: -2.023 0.848 5.256  -1.589
H: 7.048 -1.531 0.354  0.439
H: 6.092 -1.221 -1.091  0.396
H: 5.851 -2.715 -0.168  0.440
H: 6.137 -1.418 2.586  0.450
H: 4.854 -2.578 2.219  0.382
H: 4.457 -1.002 2.909  0.321
H: 6.364 0.713 1.207  0.440
H: 4.665 1.105 1.481  0.328
H: 5.289 0.997 -0.169  0.368
H: 4.094 -2.146 -1.572  0.505
H: 1.750 -2.366 -2.280  0.517
H: 2.696 -0.100 1.919  0.433
H: 1.024 0.557 2.930  0.629
H: -3.199 1.173 2.587  0.476
H: -3.121 -0.062 0.455  0.506
H: -1.074 3.670 3.473  0.383
H: -1.732 3.579 5.112  0.451
H: -2.707 3.053 3.743  0.317
H: 0.952 2.354 4.327  0.415
H: 0.708 0.793 5.136  0.419
H: 0.184 2.283 5.911  0.421
H: -3.040 0.773 4.871  0.334
H: -2.068 1.329 6.235  0.446
H: -1.639 -0.164 5.386  0.376
N: -1.135 -0.136 -2.471  -0.350
C: -0.967 0.795 -3.131  0.197
N: -0.830 1.861 -3.900  0.208
C: -0.035 2.994 -3.425  -0.489
C: -0.528 4.243 -4.134  -0.655
O: -0.475 4.080 -5.537  -0.380
C: -1.312 3.016 -5.962  -0.773
C: -0.861 1.700 -5.360  -0.385
H: 1.024 2.831 -3.652  0.287
H: -0.158 3.085 -2.346  0.401
H: 0.107 5.093 -3.889  0.351
H: -1.556 4.461 -3.818  0.336
H: -1.246 2.978 -7.048  0.345
H: -2.350 3.221 -5.674  0.357
H: 0.138 1.444 -5.727  0.263
H: -1.540 0.889 -5.614  0.396
Se: -2.502 -4.119 2.530  0.052
N: -4.232 -4.028 2.021  -0.920
C: -4.252 -3.350 0.877  0.475
C: -5.385 -3.018 0.113  -0.747
C: -5.213 -2.277 -1.055  -0.764
C: -3.951 -1.877 -1.458  -0.439
N: -2.845 -2.166 -0.752  0.707
C: -2.963 -2.894 0.387  0.743
N: -1.891 -3.177 1.104  -0.397
H: -6.363 -3.341 0.442  0.424
H: -6.064 -2.012 -1.667  0.419
H: -3.797 -1.310 -2.368  0.439

Calculated values
Kohn-Sham gap (alpha / beta) = 4.7 / 5.9 eV
HOMO (alpha / beta) = -5.2177 / -7.0794 eV
Charge = 0
Calculated total energy = -14936.460148 Eh
Energy above the lowest of the compared OMol25 structures with the same formula, charge and spin = 0.000 eV
Strongest force on any atom = 0.24 eV/Å
Molar mass = 939.4 g/mol
Spin multiplicity = 4

DFT (ωB97M-V with the def2-TZVPD basis set) results for a 7-piece molecular cluster, C28H35F21O14 overall in a non-equilibrium geometry.

Each line ends with the Mulliken charge.
Positions of all 98 atoms, in Å:
C: 4.143 -1.966 -5.801  -1.430
C: 4.331 -3.456 -5.822  0.994
O: 4.328 -4.103 -4.555  -0.279
C: 4.255 -5.460 -4.486  0.287
O: 4.323 -6.155 -5.451  -0.412
C: 3.961 -5.985 -3.105  0.829
F: 2.610 -6.116 -2.909  -0.211
F: 4.448 -7.243 -3.022  -0.247
F: 4.555 -5.213 -2.216  -0.223
H: 3.785 -1.671 -6.787  0.300
H: 5.047 -1.361 -5.731  0.364
H: 3.527 -1.629 -4.968  0.367
H: 5.262 -3.664 -6.350  -0.135
H: 3.512 -3.847 -6.426  -0.222
C: -4.695 -2.506 -8.005  -1.402
C: -3.532 -3.217 -7.275  -0.290
O: -3.738 -3.586 -5.914  0.140
C: -4.464 -4.709 -5.604  0.158
O: -5.167 -5.395 -6.369  -0.506
C: -4.511 -4.946 -4.083  0.900
F: -3.423 -4.438 -3.386  -0.191
F: -5.638 -4.562 -3.595  -0.233
F: -4.413 -6.232 -3.942  -0.257
H: -5.449 -3.294 -8.016  0.369
H: -4.421 -2.242 -9.026  0.411
H: -5.065 -1.652 -7.438  0.317
H: -2.763 -2.445 -7.278  0.363
H: -3.137 -4.014 -7.906  0.351
C: 6.390 -6.124 -7.606  -0.763
C: 5.213 -6.952 -8.249  -0.262
O: 4.876 -6.380 -9.553  -0.072
C: 5.684 -6.802 -10.659  0.295
O: 6.647 -7.578 -10.502  -0.529
C: 5.175 -6.372 -12.074  0.732
F: 5.958 -5.419 -12.597  -0.215
F: 5.151 -7.443 -12.948  -0.257
F: 3.945 -5.894 -11.962  -0.179
H: 7.238 -6.153 -8.291  0.424
H: 6.613 -6.599 -6.651  0.454
H: 6.110 -5.092 -7.398  -0.200
H: 4.280 -6.922 -7.686  0.296
H: 5.522 -7.996 -8.300  0.319
C: -0.982 -5.334 -5.110  -1.049
C: -0.188 -4.170 -5.716  -0.122
O: 0.778 -4.656 -6.639  0.035
C: 0.382 -5.071 -7.831  0.338
O: -0.740 -4.894 -8.335  -0.153
C: 1.546 -5.729 -8.655  1.056
F: 1.539 -7.071 -8.489  -0.216
F: 1.485 -5.359 -9.942  -0.216
F: 2.660 -5.273 -8.208  -0.272
H: -1.416 -4.988 -4.172  0.174
H: -0.336 -6.150 -4.788  0.478
H: -1.784 -5.701 -5.750  0.500
H: 0.448 -3.697 -4.968  0.281
H: -0.905 -3.425 -6.061  -0.024
C: -4.643 -12.745 -7.793  -1.163
C: -5.005 -12.521 -6.315  -0.160
O: -4.022 -11.718 -5.708  -0.262
C: -4.253 -10.361 -5.574  0.363
O: -5.335 -9.801 -5.878  -0.546
C: -3.065 -9.603 -4.957  0.886
F: -2.777 -8.510 -5.626  -0.241
F: -3.345 -9.304 -3.665  -0.233
F: -1.970 -10.354 -5.086  -0.264
H: -4.714 -11.841 -8.397  0.290
H: -5.156 -13.562 -8.302  0.398
H: -3.613 -13.044 -7.986  0.316
H: -5.061 -13.504 -5.848  0.323
H: -6.049 -12.234 -6.195  0.294
C: 0.535 -3.048 -1.912  -0.745
C: -0.891 -2.686 -1.625  -0.409
O: -1.493 -2.056 -2.809  -0.140
C: -2.651 -1.348 -2.775  0.275
O: -3.322 -1.175 -1.728  -0.569
C: -3.010 -0.655 -4.115  0.962
F: -2.179 -1.049 -5.097  -0.233
F: -4.316 -0.802 -4.436  -0.236
F: -2.850 0.691 -4.000  -0.269
H: 1.003 -2.127 -2.259  0.296
H: 0.572 -3.820 -2.681  -0.087
H: 1.023 -3.368 -0.991  0.458
H: -0.979 -1.975 -0.803  0.481
H: -1.426 -3.597 -1.358  0.240
C: 8.716 -3.858 -11.243  -1.186
C: 7.895 -3.202 -10.132  -0.226
O: 6.560 -3.218 -10.505  -0.097
C: 5.697 -2.550 -9.732  0.389
O: 5.949 -1.928 -8.709  -0.580
C: 4.291 -2.313 -10.296  0.800
F: 3.348 -2.786 -9.486  -0.189
F: 4.007 -1.059 -10.335  -0.258
F: 4.213 -2.821 -11.557  -0.254
H: 8.395 -3.351 -12.153  0.320
H: 8.561 -4.917 -11.449  0.270
H: 9.766 -3.576 -11.171  0.394
H: 8.259 -2.187 -9.972  0.378
H: 7.992 -3.695 -9.165  0.249

Calculated values
Kohn-Sham gap (alpha / beta) = 7.8 / 2.7 eV
HOMO (alpha / beta) = -13.1380 / -13.1379 eV
Charge = +1
Calculated total energy = -4238.096373 Eh
Energy above the lowest of the compared OMol25 structures with the same formula, charge and spin = 0.000 eV
Strongest force on any atom = 5.15 eV/Å
Molar mass = 994.5 g/mol
Spin multiplicity = 2

DFT (ωB97M-V with the def2-TZVPD basis set) results for C28H35F3GeN2OSbSn as an isolated structure in a non-equilibrium geometry.

Each line ends with the Mulliken charge.
Positions of all 72 atoms, in Å:
Sn: 0.209 -0.638 -0.215  0.851
C: 2.674 -3.137 -1.088  -1.144
Ge: 3.378 -1.847 0.240  0.389
C: 3.005 -2.542 2.061  -0.925
C: 5.336 -1.699 -0.007  -1.114
C: 2.377 -0.087 -0.033  -1.313
H: 3.207 -4.079 -1.033  0.377
H: 2.784 -2.754 -2.098  0.351
H: 1.616 -3.343 -0.923  0.374
H: 3.403 -3.548 2.161  0.440
H: 1.937 -2.570 2.273  0.149
H: 3.487 -1.926 2.814  0.340
H: 5.754 -2.699 0.075  0.367
H: 5.793 -1.075 0.753  0.357
H: 5.593 -1.304 -0.985  0.358
H: 2.777 0.316 -0.969  0.518
H: 2.682 0.596 0.769  0.374
C: -4.366 -0.785 0.228  -0.958
N: -4.231 0.578 -0.226  0.477
C: -5.453 1.196 -0.712  -0.722
C: -5.324 2.710 -0.709  -0.428
C: -4.047 3.064 -1.454  -0.689
N: -2.922 2.403 -0.819  0.290
C: -1.608 2.985 -0.951  -0.866
C: -3.024 1.165 -0.303  -0.151
O: -1.999 0.583 0.142  -0.735
H: -5.059 -0.828 1.071  0.360
H: -3.395 -1.161 0.542  0.051
H: -4.757 -1.408 -0.580  0.458
H: -6.280 0.877 -0.069  0.377
H: -5.659 0.834 -1.726  0.328
H: -5.277 3.082 0.316  0.120
H: -6.182 3.162 -1.204  0.391
H: -3.875 4.141 -1.435  0.423
H: -4.127 2.749 -2.501  0.258
H: -1.698 4.067 -1.011  0.313
H: -1.099 2.612 -1.847  0.270
H: -1.013 2.726 -0.075  0.208
F: 0.661 0.177 8.796  -0.316
C: 0.538 0.055 7.467  0.254
C: 0.028 -1.120 6.944  -0.627
C: -0.142 -1.217 5.576  -0.401
C: 0.172 -0.152 4.747  0.105
C: 0.730 0.998 5.287  -0.482
C: 0.922 1.108 6.653  -0.599
Sb: -0.396 -0.228 2.661  1.324
C: -1.737 1.445 2.848  0.713
C: -1.195 2.719 2.755  -0.849
C: -2.010 3.839 2.768  -0.776
C: -3.376 3.660 2.879  0.299
F: -4.180 4.740 2.872  -0.388
C: -3.941 2.402 2.977  -0.592
C: -3.108 1.297 2.956  -0.254
C: -1.663 -1.972 2.751  0.347
C: -1.447 -2.975 1.813  -0.346
C: -2.289 -4.069 1.710  -0.668
C: -3.350 -4.163 2.597  0.277
F: -4.194 -5.198 2.499  -0.336
C: -3.555 -3.212 3.583  -0.903
C: -2.708 -2.120 3.651  -0.244
H: -0.244 -1.930 7.604  0.470
H: -0.528 -2.135 5.156  0.540
H: 1.023 1.820 4.650  0.303
H: 1.346 1.996 7.096  0.467
H: -0.124 2.851 2.653  0.445
H: -1.602 4.837 2.698  0.494
H: -5.011 2.307 3.079  0.525
H: -3.536 0.309 3.002  0.114
H: -0.584 -2.916 1.144  -0.031
H: -2.138 -4.842 0.973  0.500
H: -4.363 -3.336 4.286  0.451
H: -2.859 -1.376 4.422  0.662

Calculated values
Kohn-Sham gap = 7.5 eV
HOMO = -11.1585 eV
Charge = +1
Calculated total energy = -4103.520293 Eh
Strongest force on any atom = 1.42 eV/Å
Molar mass = 785.7 g/mol

Question: Which of these has the lowest molar mass?
Answer: C28H35F3GeN2OSbSn

Question: Which value of charge does entry 2 give?
Answer: +1

Question: What is the charge in the third record?
Answer: +1